Record 1
A structure of composition C28H28InN7O6PS, computed with wB97M-V/def2-TZVPD.

Each line ends with the Mulliken charge.
Positions of all 72 atoms, in Å:
1 In 0.67 -2.13 -2.03  1.609
2 N 1.30 -2.69 0.05  -0.464
3 C 0.19 -2.61 0.99  1.748
4 C 0.37 -3.45 2.25  -1.121
5 C 1.31 -2.85 3.29  -0.320
6 C 0.72 -1.67 4.06  -1.399
7 N 0.66 -0.39 3.34  -0.047
8 C 1.73 0.39 3.13  0.731
9 N 1.62 1.48 2.39  -0.344
10 N 2.89 0.12 3.72  -0.344
11 C -1.15 -2.92 0.27  0.372
12 O -2.14 -3.10 0.98  -0.784
13 O -1.13 -2.87 -1.00  -0.814
14 H 1.58 -3.66 -0.19  0.599
15 H 2.13 -2.19 0.33  0.175
16 H 0.07 -1.55 1.23  -1.142
17 H 0.73 -4.43 1.95  0.357
18 H -0.62 -3.59 2.69  0.477
19 H 2.27 -2.58 2.84  0.336
20 H 1.53 -3.62 4.04  0.379
21 H 1.25 -1.50 5.00  0.437
22 H -0.31 -1.91 4.33  0.499
23 H -0.18 -0.16 2.83  0.250
24 H 0.80 1.66 1.82  0.073
25 H 2.44 2.03 2.18  0.299
26 H 3.01 -0.75 4.21  0.210
27 H 3.72 0.66 3.46  0.328
28 O 2.09 -4.99 -1.46  -0.803
29 S 2.25 -4.24 -2.72  1.181
30 O 3.08 -4.87 -3.70  -0.689
31 O 2.74 -2.83 -2.35  -0.639
32 O 0.85 -3.90 -3.26  -0.687
33 C 0.09 4.43 1.21  -0.553
34 C 0.68 4.02 0.03  -0.893
35 C 0.25 2.85 -0.60  -0.908
36 C -0.78 2.09 -0.05  0.282
37 C -1.36 2.52 1.15  -0.523
38 C -0.94 3.68 1.77  -0.644
39 P -1.25 0.44 -0.70  1.424
40 C -3.08 0.54 -0.70  0.638
41 C -3.76 -0.68 -0.68  -0.426
42 C -5.15 -0.70 -0.73  -0.809
43 C -5.87 0.48 -0.79  -0.469
44 C -5.20 1.70 -0.79  -0.824
45 C -3.81 1.73 -0.75  -0.225
46 C -0.89 0.55 -2.50  0.157
47 C -1.39 1.61 -3.25  0.117
48 C -1.17 1.67 -4.62  -0.806
49 C -0.44 0.66 -5.23  -0.645
50 C 0.06 -0.39 -4.48  -1.046
51 C -0.15 -0.47 -3.10  0.204
52 H 0.43 5.34 1.70  0.398
53 H 1.49 4.59 -0.41  0.502
54 H 0.71 2.54 -1.53  0.590
55 H -2.17 1.94 1.59  0.431
56 H -1.41 4.01 2.69  0.405
57 H -3.21 -1.61 -0.63  0.047
58 H -5.67 -1.65 -0.72  0.440
59 H -6.95 0.46 -0.82  0.371
60 H -5.75 2.63 -0.84  0.391
61 H -3.30 2.68 -0.76  0.335
62 H -1.98 2.39 -2.77  0.258
63 H -1.56 2.50 -5.19  0.394
64 H -0.26 0.70 -6.30  0.375
65 H 0.62 -1.18 -4.98  0.509
66 N 2.21 0.12 -1.05  -0.188
67 C 2.97 0.91 -0.68  0.318
68 C 3.87 1.87 -0.18  -0.132
69 C 4.50 1.57 1.04  0.201
70 N 4.92 1.30 2.09  -0.762
71 C 4.05 3.12 -0.80  0.205
72 N 4.18 4.15 -1.30  -0.602

Computed properties:
DFT total energy in a.u.: -2848.4069
Net charge: -1
E_HOMO in eV: -6.20
Maximum force in hartree/bohr: 0.0049
Orbital gap in eV: 8.0225
Energy above the lowest of the compared OMol25 structures with the same formula, charge and spin in kcal per mole: 14.59

Record 2
A structure of composition C28H28MnN8O5Sb, computed with wB97M-V/def2-TZVPD.

Each line ends with the Mulliken spin population.
Positions of all 71 atoms, in Å:
1 Mn -0.62 0.06 0.00  3.959
2 C -2.18 0.34 -2.84  0.026
3 C -1.26 1.50 -2.65  0.006
4 C -1.04 2.39 -3.70  -0.008
5 C -0.19 3.46 -3.52  0.003
6 C 0.40 3.65 -2.27  -0.004
7 C 0.11 2.74 -1.27  0.030
8 N -0.67 1.68 -1.45  -0.043
9 Sb 0.81 3.31 0.74  -0.002
10 C -0.90 2.35 1.76  0.007
11 C -1.31 3.01 2.91  -0.007
12 C -2.56 2.74 3.45  0.006
13 C -3.38 1.88 2.75  -0.010
14 C -2.92 1.23 1.61  0.022
15 C -3.88 0.41 0.81  -0.004
16 N -1.66 1.41 1.17  -0.033
17 C 2.15 1.62 0.98  0.036
18 C 3.47 1.91 1.29  -0.001
19 C 4.36 0.86 1.44  -0.001
20 C 3.89 -0.42 1.25  0.001
21 C 2.55 -0.64 0.93  0.020
22 C 2.09 -2.04 0.69  0.016
23 N 1.69 0.38 0.82  0.020
24 H -3.22 0.69 -2.78  0.004
25 H -2.03 -0.44 -2.08  -0.006
26 H -2.05 -0.09 -3.83  0.001
27 H -1.54 2.23 -4.64  0.000
28 H -0.01 4.16 -4.32  -0.001
29 H 1.05 4.48 -2.08  0.001
30 H -0.66 3.75 3.36  0.001
31 H -2.89 3.24 4.34  0.000
32 H -4.40 1.72 3.07  0.000
33 H -4.56 1.07 0.27  0.004
34 H -4.50 -0.21 1.46  0.000
35 H -3.37 -0.23 0.09  0.008
36 H 3.78 2.94 1.41  0.001
37 H 5.40 1.04 1.69  0.000
38 H 4.54 -1.28 1.34  0.001
39 H 2.56 -2.72 1.40  0.001
40 H 2.39 -2.34 -0.31  0.000
41 H 1.00 -2.12 0.76  -0.003
42 O 1.86 -2.76 -5.02  -0.001
43 C 2.70 -1.76 -5.04  -0.001
44 O 3.52 -1.61 -5.91  0.000
45 C 2.63 -0.72 -3.96  0.000
46 C 3.44 0.40 -3.95  0.001
47 N 3.10 1.13 -2.89  0.001
48 N 2.11 0.59 -2.19  0.003
49 C 1.80 -0.55 -2.81  0.014
50 C 0.74 -1.43 -2.27  -0.042
51 O 0.47 -2.50 -2.80  0.015
52 O 0.13 -0.99 -1.23  -0.099
53 H 1.26 -2.80 -4.22  -0.001
54 H 4.22 0.67 -4.64  0.000
55 H 3.51 2.01 -2.60  0.000
56 C -2.87 -4.05 1.57  0.000
57 N -2.04 -3.12 2.30  -0.002
58 C -1.72 -3.28 3.60  0.000
59 C -0.89 -2.42 4.24  0.003
60 C -0.36 -1.33 3.49  0.019
61 N -0.72 -1.15 2.22  0.001
62 C -1.56 -2.03 1.62  -0.003
63 O -1.90 -1.82 0.45  0.042
64 N 0.49 -0.45 4.03  0.002
65 H -3.13 -4.90 2.19  0.000
66 H -2.32 -4.40 0.69  0.000
67 H -3.77 -3.55 1.22  0.000
68 H -2.16 -4.13 4.11  0.000
69 H -0.63 -2.55 5.27  0.000
70 H 0.79 -0.54 4.98  0.000
71 H 0.86 0.29 3.46  0.003

Computed properties:
DFT total energy in a.u.: -3288.9018
Net charge: +2
Spin multiplicity: 5
E_HOMO (alpha / beta) in eV: -13.82 / -13.82
Expectation value of S²: 6.0825
Maximum force in hartree/bohr: 0.0388
Orbital gap (alpha / beta) in eV: 5.6426 / 7.3724

Record 3
An isolated molecule of C28H28N2O5, computed with wB97M-V/def2-TZVPD.

Each line ends with the Mulliken charge.
Positions of all 63 atoms, in Å:
1 C -4.74 -1.90 -0.54  -0.748
2 C -4.13 -3.28 -0.75  0.541
3 C -5.20 -4.37 -0.67  -1.618
4 O -3.18 -3.59 0.25  -0.434
5 C -1.93 -3.06 0.21  0.728
6 C -1.42 -2.23 -0.79  -0.045
7 C -0.12 -1.76 -0.70  -0.159
8 C 0.70 -2.09 0.37  -0.853
9 C 2.08 -1.60 0.44  -0.479
10 C 2.49 -0.35 0.18  0.111
11 N 3.82 0.04 0.09  -0.096
12 C 4.95 -0.70 0.27  0.603
13 O 4.95 -1.87 0.61  -0.671
14 C 6.22 0.06 0.02  0.406
15 C 7.33 -0.68 -0.39  -0.437
16 C 8.53 -0.05 -0.63  -0.544
17 C 8.64 1.32 -0.45  -0.345
18 C 7.55 2.06 -0.02  -0.726
19 C 6.34 1.43 0.22  -0.335
20 C 1.61 0.84 -0.02  0.417
21 O 1.99 1.81 -0.67  -0.759
22 N 0.44 0.82 0.64  0.031
23 C -0.56 1.86 0.52  -0.309
24 C -1.71 1.40 -0.41  -0.338
25 C -2.81 2.42 -0.46  0.065
26 C -2.64 3.60 -1.18  -0.271
27 C -3.63 4.56 -1.20  -0.804
28 C -4.81 4.35 -0.51  -0.401
29 C -5.00 3.18 0.20  -0.870
30 C -4.00 2.22 0.23  0.090
31 C -1.16 2.19 1.87  0.046
32 O -1.46 3.29 2.25  -0.579
33 O -1.36 1.09 2.61  -0.455
34 C 0.20 -2.95 1.34  -0.520
35 C -1.09 -3.42 1.27  -0.776
36 H -3.98 -1.12 -0.59  -0.063
37 H -5.21 -1.86 0.44  0.319
38 H -5.49 -1.70 -1.30  0.437
39 H -3.65 -3.33 -1.74  0.291
40 H -5.67 -4.35 0.31  0.347
41 H -4.75 -5.35 -0.81  0.407
42 H -5.96 -4.21 -1.43  0.407
43 H -2.02 -1.96 -1.64  0.401
44 H 0.26 -1.13 -1.49  0.477
45 H 2.83 -2.34 0.67  0.627
46 H 3.91 0.99 -0.26  0.210
47 H 7.22 -1.74 -0.51  0.412
48 H 9.38 -0.62 -0.96  0.382
49 H 9.58 1.82 -0.64  0.380
50 H 7.64 3.12 0.13  0.384
51 H 5.51 2.02 0.58  0.426
52 H 0.17 -0.01 1.15  0.240
53 H -0.07 2.75 0.11  0.710
54 H -1.29 1.25 -1.41  0.593
55 H -2.09 0.45 -0.04  -0.110
56 H -1.71 3.77 -1.71  0.413
57 H -3.49 5.48 -1.75  0.386
58 H -5.59 5.10 -0.53  0.387
59 H -5.91 3.01 0.74  0.384
60 H -4.14 1.31 0.79  0.390
61 H -1.76 1.33 3.46  0.377
62 H 0.84 -3.24 2.17  0.483
63 H -1.49 -4.08 2.03  0.441

Computed properties:
Structure (SMILES): CC(C)Oc1ccc(/C=C(/NC(=O)c2ccccc2)C(=O)N[C@@H](Cc2ccccc2)C(=O)O)cc1
DFT total energy in a.u.: -1569.5571
E_HOMO in eV: -8.03
Maximum force in hartree/bohr: 0.0141
Orbital gap in eV: 8.3876
Energy above the lowest of the compared OMol25 structures with the same formula, charge and spin in kcal per mole: 0.00

Question: The highest maximum force belongs to which entry?
Answer: C28H28MnN8O5Sb